A molecular structure, C25H26BBrF2MnN6O4SSi at a distorted geometry, computed with the ωB97M-V functional and the def2-TZVPD basis.

Positions of all 68 atoms, in Å:
Mn: 0.0558 0.6481 -0.4271
Br: -7.2255 2.1363 3.3630
C: -6.9825 1.6607 1.5463
C: -7.8625 0.7846 0.9442
C: -7.6918 0.4703 -0.3975
C: -6.6482 0.9966 -1.1439
C: -5.7721 1.8882 -0.5124
C: -5.9449 2.2258 0.8234
N: -6.7092 0.6325 -2.5466
N: -5.8412 0.9289 -3.3988
C: -4.4849 1.0167 -3.0433
C: -3.7442 1.9795 -3.7098
C: -2.4768 2.3632 -3.3041
C: -1.8377 1.6871 -2.2520
O: -0.7536 2.0601 -1.7162
C: -2.4909 0.4628 -1.7674
N: -1.7322 -0.3150 -0.9371
C: -2.3022 -1.3664 -0.3776
C: -3.6334 -1.7278 -0.6300
C: -4.3925 -0.9818 -1.4817
C: -3.8234 0.1685 -2.0914
H: -8.6857 0.3665 1.5072
H: -8.3913 -0.1890 -0.8970
H: -4.9773 2.3657 -1.0645
H: -5.2732 2.9336 1.2932
H: -4.2471 2.5208 -4.5048
H: -1.9794 3.2120 -3.7537
H: -1.6841 -1.9725 0.2754
H: -4.0320 -2.6166 -0.1589
H: -5.4098 -1.2680 -1.7006
N: -2.3607 1.7305 1.3963
N: -1.0793 1.1133 1.5168
H: -2.9380 1.5296 2.2036
H: -2.8131 1.3604 0.5690
H: -1.1105 0.2321 2.0254
H: -0.4912 1.7448 2.0489
F: 1.6838 1.7959 0.6969
B: 2.0641 0.8093 1.5571
F: 2.8124 1.1876 2.5608
O: 1.8430 -3.4845 4.6698
S: 2.5367 -3.2340 3.4280
O: 3.9147 -3.6616 3.3705
N: 2.3946 -1.6736 2.9892
C: 1.7686 -1.6314 1.8199
O: 1.5306 -0.3863 1.2293
C: 1.3165 -2.8025 1.2042
C: 0.6654 -3.0704 -0.0239
C: 0.2897 -4.3674 -0.2982
C: 0.5680 -5.4262 0.5887
C: 1.2700 -5.1817 1.7663
C: 1.6395 -3.8878 2.0596
H: 0.4900 -2.2740 -0.7393
H: -0.2266 -4.5803 -1.2281
H: 0.2465 -6.4311 0.3483
H: 1.5300 -5.9914 2.4377
C: 2.2044 1.7979 -2.9195
Si: 1.5478 0.1711 -2.2300
C: 1.0240 -0.8146 -3.7486
C: 3.1245 -0.6981 -1.6285
H: 2.9430 1.6002 -3.7046
H: 2.6853 2.4006 -2.1423
H: 1.3967 2.3992 -3.3456
H: 1.7138 -0.6100 -4.5747
H: 0.0132 -0.5588 -4.0831
H: 1.0467 -1.8906 -3.5466
H: 3.8817 -0.7082 -2.4221
H: 2.9348 -1.7359 -1.3338
H: 3.5694 -0.1940 -0.7630

Calculated values
Energy above the lowest of the compared OMol25 structures with the same formula, charge and spin: 129.6 kJ/mol
Total energy: -169667.607 eV
Spin multiplicity: 5
<S²>: 6.200
Net charge: -1
Kohn-Sham gap (spin up / spin down): 4.5 / 5.7 eV
LUMO (spin up / spin down): 1.40 / 1.40 eV



A molecular structure, C22H21AlI2N2O at a distorted geometry, computed with the ωB97M-V functional and the def2-TZVPD basis.

Positions of all 49 atoms, in Å:
C: 1.8481 2.1480 -2.8178
I: 3.3489 0.3350 -1.6574
H: 1.6481 3.1344 -3.2937
H: 2.1301 1.5226 -3.6517
H: 2.6220 2.4643 -2.0640
C: -0.1404 -1.9137 -5.5397
C: -0.3577 -0.5189 -3.7480
N: -0.0564 -1.7937 -4.1582
H: -0.6100 -0.3332 -7.0211
I: -3.3635 -0.2304 -1.7827
N: -0.5857 0.1490 -4.9225
H: 0.0544 -2.8390 -6.0545
Al: -0.8558 0.0896 -1.9000
C: 0.4547 1.7454 -2.1658
O: -0.2491 2.6221 -1.6670
C: -0.4632 -0.6874 -6.0161
C: -0.9360 1.5544 -5.0444
H: -1.4414 1.7084 -6.0059
H: -0.0544 2.2074 -5.0263
H: -1.6160 1.8529 -4.2412
C: 0.2553 -2.8844 -3.2569
H: 0.6212 -3.7492 -3.8204
H: -0.6373 -3.2011 -2.7021
H: 1.0199 -2.5659 -2.5401
C: -0.0991 -0.2287 -0.1260
C: 0.0329 -0.1551 1.1080
C: -0.0258 -0.0754 2.5166
C: -1.3397 -0.0036 3.1556
C: -1.5485 0.4838 4.4753
C: -2.8238 0.4976 5.0515
C: -3.9346 0.0553 4.3195
C: -3.7564 -0.3740 2.9928
C: -2.4841 -0.3796 2.4225
C: 1.2104 -0.1055 3.2810
C: 1.2620 -0.5640 4.6268
C: 2.4513 -0.5447 5.3446
C: 3.6287 -0.0700 4.7531
C: 3.6079 0.3609 3.4143
C: 2.4220 0.3142 2.6842
H: -0.7050 0.8732 5.0412
H: -2.9345 0.8579 6.0794
H: -4.9371 0.0548 4.7645
H: -4.5753 -0.7110 2.3637
H: -2.3569 -0.6806 1.3859
H: 0.3665 -0.9241 5.1339
H: 2.4416 -0.8742 6.3874
H: 4.5521 -0.0181 5.3308
H: 4.5120 0.7541 2.9506
H: 2.3973 0.6401 1.6405

Calculated values
Energy above the lowest of the compared OMol25 structures with the same formula, charge and spin: 1.5 kJ/mol
Total energy: -50979.580 eV
Net charge: -2
Kohn-Sham gap: 3.4 eV
LUMO: 3.84 eV